1.
The following is a DFT calculation (ωB97M-V/def2-TZVPD) of a molecular structure, C28H20N4O2Pd.

The highest occupied orbital energy comes out at -7.40 eV. The charge is 0. For the energy above the lowest of the compared OMol25 structures with the same formula, charge and spin, the calculation gives 2.64 kcal/mol. Its orbital gap is 6.04 eV. The lowest unoccupied orbital energy comes out at -1.36 eV.

Positions of all 55 atoms, in Å:
Pd 0.463 -1.332 0.294
O 0.557 -4.490 -5.695
C -0.490 -4.158 -5.130
O -1.683 -4.257 -5.437
C -0.255 -3.372 -3.802
C 1.044 -3.086 -3.384
C 1.221 -2.398 -2.202
N 0.156 -2.011 -1.502
C -1.100 -2.283 -1.857
C -1.342 -2.974 -3.027
C -2.090 -1.786 -0.867
C -3.448 -1.776 -1.106
C -4.300 -1.264 -0.137
C -3.767 -0.779 1.044
C -2.395 -0.820 1.225
N -1.576 -1.302 0.294
C 2.498 -2.013 -1.557
C 3.734 -2.305 -2.090
C 4.872 -1.868 -1.427
C 4.743 -1.135 -0.263
C 3.475 -0.888 0.232
N 2.381 -1.327 -0.387
H 1.855 -3.433 -4.010
H -2.330 -3.231 -3.385
H -3.826 -2.159 -2.043
H -5.367 -1.243 -0.309
H -4.392 -0.372 1.824
H -1.930 -0.461 2.132
H 3.802 -2.865 -3.011
H 5.850 -2.095 -1.827
H 5.604 -0.767 0.274
H 3.317 -0.341 1.147
C -0.896 2.902 3.532
C -0.563 2.722 2.202
C 0.022 1.535 1.772
C 0.264 0.479 2.659
C -0.085 0.674 4.003
C -0.645 1.868 4.428
N 0.748 -0.750 2.198
C 1.734 -1.434 2.913
C 1.872 -2.817 2.734
C 2.917 -3.518 3.320
C 3.835 -2.869 4.132
C 3.686 -1.505 4.353
C 2.659 -0.792 3.753
H -1.340 3.829 3.870
H -0.740 3.515 1.486
H 0.296 1.414 0.727
H 0.080 -0.131 4.709
H -0.903 1.987 5.474
H 1.142 -3.340 2.121
H 3.002 -4.585 3.151
H 4.642 -3.418 4.600
H 4.387 -0.982 4.994
H 2.570 0.273 3.924

Forces on atoms 1 to 3 (eV/Å):
-0.1 0.8 0.3
0.2 -0.2 0.0
0.0 0.5 -0.1


2.
The following is a DFT calculation (ωB97M-V/def2-TZVPD) of a molecular structure, C28H21B3Br2Cl72O5.

The highest occupied orbital energy comes out at -9.97 eV. The charge is 0. Its orbital gap is 9.90 eV. The lowest unoccupied orbital energy comes out at -0.07 eV.

Positions of all 131 atoms, in Å:
C 2.061 4.228 1.113
C 1.712 3.564 -0.288
C 2.994 3.236 -1.149
C 2.687 2.631 -2.581
O 1.304 2.281 -2.812
B 1.021 0.952 -2.462
O -0.320 0.485 -2.733
B -0.794 -0.326 -1.663
C -2.136 -0.111 -0.797
O -2.555 1.269 -0.658
C -3.876 1.180 -0.041
C -4.222 2.425 0.868
O 0.056 -1.441 -1.291
B 1.274 -0.783 -0.875
C 1.733 -1.018 0.646
Br 2.149 -2.925 1.045
C 2.872 0.008 1.078
C 4.329 -0.488 0.731
Br 2.766 0.503 3.017
O 1.926 0.052 -1.825
H 1.478 5.180 1.187
H 1.889 3.537 1.988
H 3.173 4.472 1.102
H 1.227 2.559 -0.051
H 0.929 4.119 -0.890
H 3.702 2.568 -0.566
H 3.550 4.217 -1.291
H 2.931 3.445 -3.333
H 3.413 1.794 -2.826
H -1.919 -0.483 0.260
H -3.011 -0.716 -1.175
H -4.613 0.994 -0.874
H -3.927 0.267 0.636
H -3.297 2.856 1.325
H -4.894 2.092 1.715
H -4.806 3.153 0.237
H 0.827 -0.767 1.285
H 2.641 0.966 0.519
H 4.397 -0.717 -0.367
H 5.042 0.339 1.002
H 4.575 -1.359 1.394
C 0.347 7.255 -2.166
Cl 0.437 5.566 -2.700
Cl 0.317 7.306 -0.394
Cl 1.762 8.145 -2.762
Cl -1.132 8.001 -2.803
C 1.258 -3.455 4.887
Cl 1.352 -5.169 4.427
Cl 1.131 -3.342 6.654
Cl 2.694 -2.586 4.331
Cl -0.168 -2.712 4.135
C -3.500 -0.663 5.279
Cl -4.264 0.912 5.566
Cl -2.965 -0.760 3.588
Cl -2.103 -0.848 6.357
Cl -4.671 -1.957 5.601
C -1.185 4.113 3.506
Cl -2.070 2.579 3.444
Cl 0.432 3.832 4.180
Cl -1.036 4.775 1.867
Cl -2.065 5.267 4.528
C -4.077 -4.158 -2.706
Cl -2.863 -5.394 -3.084
Cl -3.557 -3.238 -1.278
Cl -4.256 -3.057 -4.086
Cl -5.631 -4.944 -2.365
C -0.957 -8.388 -1.076
Cl -1.029 -10.090 -0.578
Cl -2.535 -7.629 -0.815
Cl 0.269 -7.535 -0.105
Cl -0.543 -8.297 -2.798
C 6.537 -0.143 5.107
Cl 7.972 -0.913 5.816
Cl 5.881 1.048 6.247
Cl 6.980 0.673 3.594
Cl 5.309 -1.379 4.775
C -8.884 -5.613 -0.027
Cl -9.460 -3.936 -0.090
Cl -8.271 -6.087 -1.624
Cl -7.580 -5.747 1.168
Cl -10.222 -6.682 0.433
C 2.875 7.249 -6.644
Cl 1.735 6.613 -5.444
Cl 3.056 6.080 -7.967
Cl 2.255 8.780 -7.288
Cl 4.452 7.522 -5.875
C -12.702 -10.258 0.534
Cl -12.738 -8.540 0.979
Cl -11.052 -10.719 0.073
Cl -13.226 -11.236 1.917
Cl -13.795 -10.536 -0.836
C 10.637 1.311 2.229
Cl 10.074 0.245 3.527
Cl 12.368 1.041 1.947
Cl 9.734 0.959 0.742
Cl 10.370 3.003 2.695
C 3.312 -6.376 -3.566
Cl 2.377 -7.032 -2.207
Cl 4.987 -6.957 -3.466
Cl 2.589 -6.919 -5.094
Cl 3.299 -4.608 -3.508
C -10.266 -8.375 4.340
Cl -11.913 -7.782 4.049
Cl -9.753 -9.392 2.981
Cl -9.161 -6.996 4.497
Cl -10.238 -9.330 5.835
C -2.241 -6.803 3.305
Cl -0.976 -7.949 2.790
Cl -1.714 -5.984 4.788
Cl -2.562 -5.600 2.041
Cl -3.724 -7.718 3.642
C 5.556 6.317 3.034
Cl 4.288 5.575 4.032
Cl 4.939 6.586 1.391
Cl 6.033 7.870 3.746
Cl 6.963 5.238 2.968
C 11.368 -3.570 5.838
Cl 10.506 -5.120 5.810
Cl 12.963 -3.792 6.581
Cl 11.566 -2.973 4.180
Cl 10.434 -2.392 6.783
C -1.608 8.110 -8.372
Cl -1.493 6.427 -8.919
Cl -1.624 8.155 -6.598
Cl -0.204 9.021 -8.969
Cl -3.105 8.831 -8.994
C -2.394 12.498 -11.286
Cl -4.063 12.159 -10.788
Cl -1.330 11.205 -10.702
Cl -2.311 12.581 -13.057
Cl -1.875 14.049 -10.597

Forces on atoms 1 to 3 (eV/Å):
0.9 0.0 -1.0
-0.3 -1.5 0.4
-0.1 0.6 0.2


3.
The following is a DFT calculation (ωB97M-V/def2-TZVPD) of a molecular structure, C28H21Br4CaClN4O8S3Se.

The highest occupied orbital energy (spin up / spin down) comes out at -2.52 / -2.52 eV. The charge is -2. For the energy above the lowest of the compared OMol25 structures with the same formula, charge and spin, the calculation gives 51.12 kcal/mol. Its orbital gap (spin up / spin down) is 5.88 / 5.88 eV. The lowest unoccupied orbital energy (spin up / spin down) comes out at 3.36 / 3.36 eV.

Positions of all 71 atoms, in Å:
Ca -0.590 -0.516 0.091
O -4.102 0.503 1.440
Cl -3.450 -0.751 1.214
O -4.263 -1.838 1.649
O -3.098 -0.901 -0.190
O -2.169 -0.766 1.945
O -1.445 1.638 -0.323
S -1.640 2.324 -1.648
C 0.010 2.871 -2.226
C 1.092 2.714 -1.175
C 0.970 3.638 0.032
C 1.958 3.259 1.126
S 1.372 2.003 2.277
O 0.832 0.849 1.465
C -0.058 2.865 2.937
C 0.061 4.154 3.447
C -1.062 4.758 3.991
C -2.277 4.083 4.037
C -2.376 2.794 3.536
C -1.260 2.179 2.983
C -2.320 3.927 -1.208
C -2.572 4.865 -2.200
C -3.120 6.090 -1.852
C -3.424 6.364 -0.524
C -3.192 5.407 0.452
C -2.646 4.177 0.112
H -0.098 3.902 -2.566
H 0.217 2.219 -3.071
H 2.051 2.892 -1.673
H 1.112 1.674 -0.854
H -0.042 3.605 0.435
H 1.159 4.678 -0.245
H 2.245 4.103 1.758
H 2.881 2.839 0.717
H 0.997 4.703 3.434
H -0.979 5.768 4.371
H -3.148 4.568 4.462
H -3.316 2.258 3.546
H -1.341 1.180 2.582
H -2.339 4.646 -3.236
H -3.306 6.832 -2.618
H -3.840 7.326 -0.254
H -3.423 5.615 1.489
H -2.462 3.414 0.857
Br -2.834 -4.659 -5.423
C -1.987 -3.275 -4.453
C -1.715 -2.046 -5.044
Br -2.164 -1.761 -6.862
C -1.128 -1.019 -4.314
Br -0.757 0.661 -5.100
C -0.766 -1.171 -2.955
O -0.270 -0.235 -2.225
C -0.996 -2.466 -2.415
O -0.594 -2.617 -1.108
C -1.627 -3.471 -3.115
Br -2.034 -5.071 -2.217
Se 2.133 -5.981 -1.864
N 2.704 -5.405 -0.298
C 2.261 -4.339 0.364
C 2.927 -4.109 1.593
C 2.629 -3.054 2.406
C 1.634 -2.164 1.958
N 0.950 -2.296 0.853
C 1.184 -3.393 0.023
N 0.474 -3.597 -1.043
H 3.699 -4.827 1.841
H 3.141 -2.873 3.339
H 1.408 -1.275 2.540
S 3.317 6.142 3.458
C 2.462 6.558 2.091
N 1.840 6.836 1.144

Forces on atoms 1 to 3 (eV/Å):
0.0 0.2 -0.1
0.0 0.0 0.0
0.0 0.0 0.0